[1]
# C28H51ClF6NO12Y

A molecular structure, C28H51ClF6NO12Y at a distorted geometry (ωB97M-V/def2-TZVPD, OMol25).

Properties
Largest force on an atom: 5.70 eV/A
HOMO energy: -7.6 eV
Relative energy (zero: lowest compared OMol25 entry of this formula, charge and spin): 18.477 eV

Last column: Löwdin charge in e.
Geometry (Å):
Y (0.74640, 0.73847, 0.06606)  1.98
C (-3.80816, 2.60094, 2.14835)  -0.38
O (-3.58166, 2.35193, 3.56730)  -0.11
O (-2.58385, 2.18616, 1.53920)  -0.27
C (-5.20552, 2.00696, 1.60805)  -0.54
F (-6.34221, 2.28722, 2.25275)  0.13
F (-5.42405, 2.32583, 0.31901)  0.12
F (-5.16623, 0.66377, 1.69521)  0.11
C (-4.15380, 3.27323, 4.47925)  -0.30
C (-3.85196, 2.86629, 5.89125)  -0.09
H (-4.06165, 1.80168, 5.99486)  0.08
H (-2.81663, 3.04737, 6.18004)  0.06
H (-4.48034, 3.38276, 6.61685)  0.08
H (-5.24113, 3.21491, 4.43000)  0.11
H (-3.74578, 4.28239, 4.42260)  0.11
H (-3.73941, 3.67960, 2.00741)  0.13
C (2.06086, -3.05148, -3.30564)  -0.50
O (0.88534, -2.99657, -3.97686)  -0.09
O (1.88884, -2.01746, -2.38898)  -0.23
C (2.60590, -4.50892, -2.81801)  -0.49
F (3.65913, -4.48697, -1.96954)  0.12
F (1.58372, -5.20383, -2.18389)  0.08
F (3.01598, -5.19745, -3.89284)  0.12
C (0.88791, -3.72250, -5.26137)  -0.24
C (-0.48187, -3.58440, -5.79912)  -0.09
H (-1.13920, -4.17925, -5.16496)  0.07
H (-0.76968, -2.54033, -5.67598)  0.08
H (-0.65611, -3.86253, -6.83854)  0.08
H (1.06872, -4.79424, -5.17903)  0.11
H (1.57096, -3.20008, -5.93117)  0.12
H (2.83414, -2.79523, -4.02984)  0.13
Cl (2.87183, 3.62694, -0.65866)  -0.56
O (1.11784, 2.21147, 3.63232)  0.01
C (1.00468, 2.65501, 4.78529)  -0.51
O (0.88525, 3.94350, 5.09916)  -0.01
C (0.79377, 4.89203, 4.02978)  -0.21
C (0.13070, 6.15756, 4.54963)  -0.05
C (0.96854, 1.78058, 6.01396)  0.02
H (0.36558, 4.40916, 3.15138)  0.12
H (1.83368, 4.95066, 3.70846)  0.13
H (0.66570, 6.60853, 5.38540)  0.08
H (-0.95651, 6.18051, 4.62420)  0.08
H (0.33875, 6.83707, 3.72315)  0.08
H (0.61893, 0.77173, 5.79465)  0.09
H (0.21564, 2.17650, 6.69549)  0.09
H (1.97925, 1.76862, 6.42190)  0.09
O (-2.32927, -1.50042, -1.49370)  0.03
C (-3.04426, -2.37278, -2.00786)  -0.50
O (-3.91715, -2.21876, -2.99658)  0.00
C (-4.20345, -0.95355, -3.54553)  -0.22
C (-5.62413, -1.02371, -4.11658)  -0.07
C (-2.83333, -3.81438, -1.60273)  0.03
H (-3.60942, -0.83066, -4.45114)  0.12
H (-4.11459, -0.12430, -2.84372)  0.13
H (-5.91272, -1.87582, -4.73199)  0.08
H (-5.85889, -0.15091, -4.72584)  0.07
H (-6.25121, -0.76717, -3.26272)  0.07
H (-3.81039, -4.29427, -1.54666)  0.09
H (-2.25634, -3.91427, -0.68337)  0.08
H (-2.29741, -4.31342, -2.41009)  0.09
O (-0.27522, -2.24575, 2.31922)  0.02
C (-0.31897, -3.32206, 2.93454)  -0.50
O (-1.37759, -3.72996, 3.64304)  -0.02
C (-2.49561, -2.88491, 3.95157)  -0.22
C (-3.53484, -3.84971, 4.45138)  -0.08
C (0.79993, -4.31309, 2.96283)  0.02
H (-2.90594, -2.55900, 2.99579)  0.13
H (-2.37513, -2.06305, 4.65736)  0.13
H (-3.04821, -4.36091, 5.28202)  0.08
H (-3.72163, -4.53741, 3.62660)  0.08
H (-4.50249, -3.40567, 4.68502)  0.09
H (0.24976, -5.24599, 3.08579)  0.09
H (1.56673, -4.29403, 3.73727)  0.09
H (1.33317, -4.36006, 2.01334)  0.09
O (0.10661, 1.81014, -3.57070)  0.05
C (-0.04915, 2.42877, -4.60254)  -0.54
O (0.80040, 2.59256, -5.60667)  0.00
C (1.99547, 1.85224, -5.62257)  -0.18
C (2.97238, 2.49472, -6.71657)  -0.04
C (-1.35012, 3.17335, -4.74323)  0.02
H (1.86998, 0.78708, -5.81697)  0.12
H (2.40308, 2.01726, -4.62521)  0.12
H (3.36088, 3.46075, -6.39417)  0.07
H (2.59364, 2.63008, -7.72965)  0.07
H (3.74252, 1.74230, -6.88639)  0.07
H (-1.82773, 3.12028, -3.76488)  0.08
H (-2.05267, 2.80855, -5.49252)  0.09
H (-1.20850, 4.22400, -4.99657)  0.09
C (8.55083, 0.42229, -0.36703)  -0.10
C (8.56767, -0.40911, 0.93213)  -0.26
C (7.61030, 0.09772, 2.00490)  -0.20
C (6.15217, -0.01583, 1.68443)  -0.19
N (4.97582, -0.10596, 1.45275)  0.11
H (9.30124, 0.09531, -1.08679)  0.07
H (8.64063, 1.48846, -0.15889)  0.08
H (7.59880, 0.24330, -0.86674)  0.07
H (9.60228, -0.36863, 1.27280)  0.10
H (8.39159, -1.47508, 0.78793)  0.11
H (7.85156, 1.12373, 2.28275)  0.12
H (7.67616, -0.45074, 2.94455)  0.11

Atomic forces in eV per Å
Y 0.27 0.81 -0.74
C 3.56 -0.26 0.09
O -0.92 0.04 -0.37
O -2.21 -0.05 -0.24
C 1.30 -1.26 0.13
F 0.03 1.26 0.64
F 0.36 0.20 0.13
F 0.53 -0.41 -0.37
C -0.39 -0.40 0.46
C 0.38 -0.89 0.60
H 0.08 -0.11 0.14
H 0.12 -0.07 -0.10
H -0.09 0.19 -0.16
H -0.17 0.62 -0.51
H -0.27 0.32 -0.93
H -1.00 0.42 -0.06
C 0.94 2.60 2.23
O -1.76 -2.99 -2.59
O 1.46 -0.98 0.68
C -1.80 1.03 0.91
F -0.73 0.30 -0.40
F 1.18 0.26 -0.71
F -0.16 -0.35 0.12
C -0.09 0.70 0.56
C -1.42 0.54 0.29
H -0.29 0.02 -0.11
H -0.23 0.08 -0.12
H 0.40 -0.15 0.02
H 0.70 0.17 0.26
H 0.55 -0.32 0.06
H 0.86 0.23 -0.21
Cl -1.41 -1.89 0.50
O -0.09 0.89 1.44
C -0.25 -0.97 -1.54
O -0.49 -1.15 0.36
C 0.53 -0.64 -0.02
C 0.98 0.44 -1.62
C -0.49 0.09 -0.26
H -0.81 0.19 0.24
H 0.13 1.11 0.03
H -0.31 -0.37 0.26
H 0.17 -0.56 0.43
H -0.12 0.45 -0.09
H 0.41 0.05 -0.38
H 0.47 0.26 0.29
H -0.19 -0.07 0.35
O -1.74 -0.59 -1.20
C 2.78 0.81 1.38
O 0.09 -0.68 0.89
C -0.81 0.21 -2.14
C -0.50 1.53 1.00
C -0.77 0.01 -0.54
H 0.90 0.24 0.48
H 0.28 -0.25 0.01
H 0.24 -0.26 0.62
H 0.62 0.19 -0.37
H -0.73 -1.07 -0.01
H 0.07 -0.19 0.23
H -0.21 0.26 -0.15
H 0.11 0.04 -0.04
O -0.22 -1.43 0.94
C 0.36 2.81 -0.59
O 1.13 0.09 0.60
C -1.68 -0.06 -1.55
C 0.32 -0.51 -0.04
C -0.49 -1.33 -0.57
H 0.44 0.88 0.05
H 0.93 -0.06 -0.25
H -0.70 -0.33 0.23
H 0.01 -0.35 0.25
H 0.31 0.22 0.34
H 0.44 -0.40 0.02
H -0.45 0.65 0.29
H -0.20 0.28 -0.05
O 1.24 -0.60 -0.16
C -1.29 0.45 0.70
O -1.42 -0.07 -0.47
C 2.15 1.19 -0.80
C -0.77 -1.05 0.85
C -0.35 0.69 -0.05
H -0.42 0.10 0.07
H 0.55 -0.50 -0.11
H 0.16 -0.25 0.14
H -0.82 -0.02 0.24
H 0.48 0.29 0.41
H -0.05 0.03 -0.19
H 0.31 -0.41 -0.09
H 0.27 0.02 0.00
C -0.94 -0.82 0.11
C 0.63 0.07 -0.45
C -0.74 0.00 0.38
C -4.80 -0.06 -1.35
N 5.57 0.41 1.12
H 0.22 0.10 0.27
H 0.13 -0.05 -0.03
H -0.16 0.30 -0.08
H -0.09 0.11 0.64
H -0.20 0.04 -0.43
H -0.27 0.19 -0.21
H 0.39 -0.26 -0.01

---

[2]
# C28H51INO53S14

A molecular structure, C28H51INO53S14 at a distorted geometry (ωB97M-V/def2-TZVPD, OMol25).

Properties
Largest force on an atom: 2.31 eV/A
HOMO energy: -6.2 eV
Charge: -1

Last column: Löwdin charge in e.
Geometry (Å):
C (-6.77857, 0.04081, 1.19158)  0.09
C (-6.58473, 1.20848, 0.89854)  -0.18
S (-6.03025, 2.77722, 0.38687)  0.44
O (-7.06502, 3.69850, 0.78108)  -0.33
O (-5.82432, 2.67123, -1.02756)  -0.33
N (-4.59923, 3.11386, 1.00989)  -0.31
S (-4.23260, 2.57209, 2.45473)  0.44
O (-2.96958, 3.18988, 2.81424)  -0.38
O (-4.13462, 1.13330, 2.55187)  -0.34
C (-5.40405, 3.10813, 3.72784)  -0.23
C (-6.11805, 4.45108, 3.54464)  -0.85
O (-7.28238, 4.54588, 3.86176)  -0.02
I (-5.08018, 6.15257, 2.73950)  0.96
H (-6.94889, -0.99253, 1.34826)  0.02
H (-6.12362, 2.31589, 3.90129)  0.10
H (-4.79170, 3.19577, 4.62333)  0.10
C (0.05126, 3.77104, 3.27765)  -0.13
C (0.55931, 4.29890, 1.95943)  -0.15
O (1.02784, 5.62553, 2.26778)  -0.19
S (1.60699, 5.64316, 3.76020)  0.60
O (3.02275, 5.50583, 3.70303)  -0.22
O (1.00181, 6.72689, 4.45328)  -0.22
O (0.98950, 4.27151, 4.25944)  -0.26
H (-0.93930, 4.16298, 3.50376)  0.12
H (0.02284, 2.68610, 3.31171)  0.10
H (-0.21490, 4.33061, 1.19894)  0.14
H (1.40803, 3.72049, 1.58955)  0.09
C (-0.97294, 0.73441, -3.02057)  -0.17
C (-0.87516, 0.33636, -1.56800)  -0.16
O (-2.04974, 0.88856, -0.96021)  -0.17
S (-3.25652, 0.89867, -2.00674)  0.61
O (-4.06297, -0.26121, -1.79505)  -0.24
O (-3.79943, 2.19592, -2.03094)  -0.21
O (-2.37256, 0.62451, -3.34028)  -0.20
H (-0.67121, 1.77429, -3.17420)  0.12
H (-0.38730, 0.09128, -3.65888)  0.09
H (0.01847, 0.72158, -1.08197)  0.09
H (-0.91250, -0.74892, -1.45100)  0.11
C (2.70460, 0.40576, 3.28986)  -0.14
C (1.84712, 1.64837, 3.20901)  -0.18
O (2.25896, 2.27733, 1.98427)  -0.21
S (2.68111, 1.15308, 0.92602)  0.63
O (1.57272, 0.91732, 0.06049)  -0.23
O (3.96541, 1.47495, 0.42045)  -0.20
O (2.79653, -0.06378, 1.94199)  -0.23
H (3.71449, 0.63318, 3.63917)  0.14
H (2.26441, -0.35859, 3.92473)  0.14
H (1.99321, 2.32023, 4.05067)  0.10
H (0.78733, 1.39605, 3.12496)  0.13
C (-0.48836, 9.76365, 0.69578)  -0.16
C (-0.07099, 9.20779, 2.03787)  -0.15
O (-1.02547, 9.75901, 2.96333)  -0.18
S (-2.43709, 9.91753, 2.24004)  0.59
O (-3.24805, 8.79531, 2.55246)  -0.31
O (-2.89427, 11.24912, 2.43396)  -0.23
O (-1.92303, 9.75112, 0.73380)  -0.18
H (-0.15766, 10.79779, 0.56872)  0.13
H (-0.12765, 9.16121, -0.13292)  0.10
H (0.93741, 9.49741, 2.31919)  0.14
H (-0.15661, 8.12422, 2.06455)  0.12
C (2.98337, -2.84272, -5.35001)  -0.16
C (2.77644, -3.08260, -3.86966)  -0.15
O (3.22115, -1.86037, -3.25263)  -0.18
S (2.90961, -0.62998, -4.21326)  0.61
O (1.68537, -0.02774, -3.80969)  -0.23
O (4.09402, 0.13159, -4.37915)  -0.21
O (2.62382, -1.46479, -5.54567)  -0.18
H (4.03038, -2.96719, -5.63491)  0.13
H (2.36391, -3.48304, -5.96344)  0.12
H (3.34768, -3.92551, -3.49625)  0.14
H (1.72164, -3.22531, -3.62592)  0.13
C (-2.38113, -3.07037, 1.18781)  -0.14
C (-1.64658, -4.25938, 1.77740)  -0.15
O (-0.54948, -4.48406, 0.88240)  -0.24
S (-0.06416, -3.08726, 0.28568)  0.60
O (1.04857, -2.62103, 1.03179)  -0.20
O (-0.02734, -3.19748, -1.13455)  -0.23
O (-1.34154, -2.21720, 0.69914)  -0.18
H (-3.00696, -3.36824, 0.34371)  0.13
H (-2.98800, -2.54178, 1.91819)  0.14
H (-2.27003, -5.14758, 1.83690)  0.14
H (-1.24047, -4.03207, 2.76589)  0.14
C (0.10040, -9.58379, -1.64381)  -0.15
C (1.09678, -8.52244, -2.04164)  -0.17
O (0.35091, -7.29995, -1.99723)  -0.18
S (-0.75617, -7.37748, -0.85000)  0.61
O (-0.28301, -6.70853, 0.30644)  -0.21
O (-2.01626, -7.04812, -1.41639)  -0.21
O (-0.69241, -8.97036, -0.61481)  -0.19
H (-0.56332, -9.83955, -2.47258)  0.13
H (0.57894, -10.48596, -1.27219)  0.13
H (1.49829, -8.67514, -3.03536)  0.09
H (1.91681, -8.45897, -1.32036)  0.14
C (0.60890, 4.10078, -1.67095)  -0.14
C (1.32922, 4.59200, -2.90432)  -0.15
O (1.53370, 5.99302, -2.65770)  -0.18
S (1.74969, 6.23555, -1.08954)  0.61
O (3.14066, 6.31413, -0.82279)  -0.20
O (0.85259, 7.25407, -0.67063)  -0.22
O (1.21495, 4.81662, -0.58164)  -0.22
H (-0.45284, 4.35697, -1.69677)  0.15
H (0.72180, 3.02885, -1.52537)  0.12
H (0.75268, 4.44523, -3.81322)  0.14
H (2.30673, 4.11704, -3.01314)  0.14
C (-0.80740, -7.57307, -7.33082)  -0.14
C (-1.38474, -6.73101, -6.21400)  -0.15
O (-0.57647, -7.07321, -5.07274)  -0.18
S (0.90194, -7.39902, -5.53347)  0.60
O (1.72230, -6.25152, -5.35051)  -0.22
O (1.26675, -8.64772, -4.95784)  -0.24
O (0.61770, -7.56846, -7.09333)  -0.18
H (-1.15542, -8.60566, -7.27313)  0.13
H (-1.02873, -7.17189, -8.31523)  0.14
H (-2.42721, -6.94131, -6.01832)  0.11
H (-1.26438, -5.66488, -6.40896)  0.14
C (-3.88305, -3.04537, -3.72903)  -0.14
C (-4.51991, -2.17960, -4.79033)  -0.14
O (-4.63237, -3.05113, -5.93981)  -0.19
S (-4.89318, -4.54097, -5.44921)  0.60
O (-6.28141, -4.82645, -5.51623)  -0.21
O (-3.94048, -5.39374, -6.08453)  -0.25
O (-4.48618, -4.34496, -3.92539)  -0.18
H (-2.80512, -3.14110, -3.88046)  0.14
H (-4.07588, -2.68135, -2.72442)  0.12
H (-3.92235, -1.30910, -5.03229)  0.13
H (-5.52323, -1.86365, -4.50243)  0.14
C (7.88073, -2.07829, 0.91847)  -0.17
C (8.00569, -2.50667, 2.36572)  -0.17
O (6.79592, -2.05164, 2.97779)  -0.19
S (5.59251, -2.11618, 1.90829)  0.63
O (4.87112, -3.32122, 2.10502)  -0.20
O (4.95427, -0.85351, 1.87653)  -0.20
O (6.50281, -2.28598, 0.59729)  -0.18
H (8.10703, -1.01723, 0.79400)  0.14
H (8.51231, -2.66351, 0.25512)  0.13
H (8.86747, -2.06725, 2.86070)  0.13
H (8.04868, -3.59479, 2.45686)  0.13
C (2.29012, 1.57621, 8.99730)  -0.16
C (3.62528, 1.94740, 8.38784)  -0.16
O (3.44127, 1.74965, 6.98285)  -0.18
S (1.92072, 2.09189, 6.58566)  0.64
O (1.84887, 3.40649, 6.07892)  -0.19
O (1.39894, 0.98585, 5.86012)  -0.20
O (1.31893, 2.07456, 8.07433)  -0.17
H (2.17328, 0.49238, 9.06883)  0.13
H (2.13910, 2.02211, 9.97688)  0.14
H (4.43893, 1.32677, 8.75324)  0.13
H (3.86492, 2.99950, 8.55775)  0.14

Atomic forces in eV per Å
C 0.20 2.17 -0.76
C 0.14 -2.10 0.64
S -0.19 1.06 -1.57
O 0.12 -0.19 0.79
O -1.06 -0.17 0.43
N -1.05 -0.87 0.99
S 2.31 -0.09 -0.07
O -0.14 0.69 0.07
O -0.96 -0.17 0.15
C 0.17 0.50 -0.24
C -2.05 -0.46 0.08
O 1.81 0.15 -0.28
I -0.05 -0.35 0.37
H -0.08 -0.12 0.18
H -0.32 0.07 -0.21
H 0.22 -0.01 0.01
C -1.12 0.59 -0.13
C 0.08 -0.39 -0.29
O -0.18 0.37 0.45
S -0.24 -0.14 -0.61
O 0.04 0.10 0.29
O 0.22 0.14 0.02
O -0.50 0.79 -1.62
H -0.01 -0.04 0.02
H -0.44 0.88 0.23
H -0.17 0.29 0.26
H -0.83 0.91 0.09
C -0.10 0.33 0.03
C 0.16 -0.47 -0.03
O -0.10 0.23 -0.28
S 0.47 -0.04 0.42
O -0.05 0.02 -0.32
O 0.80 -0.18 -0.75
O -0.12 -0.26 0.31
H 0.02 -0.01 -0.02
H -0.24 -0.08 -0.16
H -0.41 -0.02 -0.03
H 0.08 0.02 -0.08
C 0.31 0.08 0.34
C 0.14 -0.86 0.27
O 1.12 -1.31 0.03
S 0.18 -0.43 0.83
O 0.44 0.11 -0.11
O -0.21 0.16 -0.38
O -1.46 0.75 -0.45
H 0.01 0.02 0.02
H -0.03 -0.07 -0.26
H 0.16 0.08 -0.65
H 0.51 -0.58 -0.01
C 0.33 0.36 -0.10
C 0.06 -0.48 -0.15
O -0.01 0.38 -0.16
S 0.31 -0.21 -0.18
O -0.20 0.26 -0.02
O -0.12 -0.09 0.15
O -0.06 -0.14 0.21
H -0.01 0.00 0.04
H -0.26 -0.04 0.06
H -0.11 0.12 0.20
H 0.05 -0.13 -0.02
C 0.46 -0.15 0.06
C -0.55 -0.10 -0.03
O 0.27 0.02 -0.28
S 0.05 -0.35 0.15
O 0.34 0.24 -0.15
O -0.13 0.14 0.11
O -0.18 -0.07 0.16
H -0.02 0.00 0.02
H -0.22 0.07 -0.13
H 0.16 0.14 0.15
H 0.02 -0.04 0.01
C -0.37 -0.28 -0.16
C 0.00 0.18 0.40
O -0.27 1.22 -0.09
S -0.38 -0.04 0.43
O 0.13 0.10 -0.31
O 0.29 -0.03 0.00
O 0.30 -0.03 0.10
H -0.01 -0.02 0.03
H 0.16 0.22 -0.03
H 0.17 -0.12 -0.21
H -0.06 0.03 0.00
C -0.25 -0.06 -0.40
C 0.61 -0.21 0.50
O -0.27 -0.09 -0.09
S 0.06 -0.18 -0.21
O -0.05 -1.18 -0.12
O 0.02 0.11 0.06
O 0.28 0.27 0.10
H 0.05 0.00 -0.04
H -0.10 0.06 0.25
H -0.13 0.15 0.16
H -0.08 0.02 0.05
C -0.59 -0.10 -0.14
C 0.44 -0.30 0.03
O -0.33 0.05 0.16
S 0.09 -0.41 -0.13
O -0.11 0.17 0.16
O 0.17 0.09 -0.05
O 0.46 0.27 -0.66
H 0.00 -0.03 -0.01
H 0.16 0.05 0.25
H -0.05 0.27 0.00
H -0.03 -0.03 0.01
C -0.28 -0.34 0.10
C 0.14 0.32 -0.34
O 0.05 -0.36 -0.06
S -0.46 0.48 -0.08
O 0.24 -0.18 -0.03
O 0.20 -0.05 -0.42
O -0.04 0.17 0.15
H 0.00 0.01 0.00
H 0.27 0.08 -0.03
H 0.06 -0.08 0.25
H -0.07 -0.02 -0.01
C 0.44 0.13 -0.04
C -0.41 0.19 0.33
O 0.35 -0.17 0.06
S -0.03 0.38 0.31
O 0.10 -0.28 -0.08
O -0.32 0.10 -0.13
O -0.17 0.09 -0.15
H -0.04 -0.01 0.02
H -0.16 -0.14 0.01
H 0.10 -0.03 -0.22
H 0.03 0.01 0.03
C 0.20 0.41 0.01
C 0.05 -0.44 -0.05
O 0.03 0.24 -0.21
S 0.20 0.02 -0.08
O -0.08 0.06 -0.06
O 1.06 -0.60 0.21
O 0.01 -0.28 0.21
H 0.02 -0.01 0.02
H -0.19 -0.09 -0.09
H -0.15 0.14 0.12
H 0.05 0.01 -0.03
C 0.10 -0.45 0.12
C 0.07 0.46 0.21
O -0.29 -0.35 -0.03
S 0.23 -0.13 0.95
O 0.52 -0.66 1.29
O 0.02 0.02 0.09
O 0.17 0.18 -0.22
H 0.03 0.01 0.02
H -0.16 0.14 -0.10
H 0.01 -0.10 -0.23
H -0.01 -0.02 0.04

---

Kohn-Sham gap (computed, Eh): 0.1412; 0.2745